Molecular formula: C4H11N3
Method: DFT, wB97M-V/def2-TZVPD

Properties
Total charge: 0
2S+1: 1
ΔE to the lowest compared entry with this formula, charge and spin: 80.2 kJ/mol
SMILES: [H]/N=C(\N)NCCC
Orbital gap: 9.35 eV
LUMO: 0.900 eV
Maximum force: 0.022 Eh/bohr

```
18
Properties=species:S:1:pos:R:3:forces:R:3:mulliken_charge:R:1
C 2.095518 -1.437020 0.070845 -0.240 -0.212 0.871 -1.052
C 0.617335 -1.664033 0.418608 0.549 0.224 0.079 -0.782
C -0.140508 -0.370150 0.658136 -0.536 0.128 -0.088 -0.555
N -0.414813 0.272869 -0.611020 0.778 -0.080 0.092 -0.102
C -1.205929 1.373630 -0.788616 -0.802 -0.683 0.467 0.440
N -1.617121 1.976696 0.412810 0.145 0.743 0.223 -0.512
N -1.678936 1.655222 -1.936386 0.242 0.209 -0.318 -0.731
H 2.222037 -0.711985 -0.731261 0.191 -0.185 -0.113 0.322
H 2.601037 -1.070407 0.970918 -0.032 0.304 -0.182 0.280
H 2.589773 -2.388511 -0.120788 -0.015 0.068 -0.507 0.339
H 0.111150 -2.211208 -0.373424 -0.100 -0.087 -0.103 0.364
H 0.564867 -2.280494 1.314678 -0.060 -0.033 0.060 0.350
H 0.389752 0.315387 1.331153 0.241 -0.243 0.112 0.291
H -1.095807 -0.617617 1.131380 0.009 0.076 0.084 0.411
H 0.100434 -0.073854 -1.400673 -0.370 0.103 -0.263 0.245
H -1.037887 1.860219 1.232735 0.163 -0.412 -0.197 0.224
H -1.730483 2.975808 0.303186 -0.370 -0.101 -0.214 0.263
H -2.370417 2.395453 -1.882276 0.206 0.181 -0.001 0.206
```
Positions in Å, forces in eV/Å.